1.
{"formula": "C26H54Al2Cl6F6NO5PS", "method": "ωB97M-V with the def2-TZVPD basis set", "elements": ["C", "C", "C", "C", "C", "C", "C", "C", "C", "C", "C", "C", "C", "C", "C", "C", "C", "C", "C", "C", "C", "O", "C", "N", "S", "O", "O", "F", "C", "C", "P", "O", "H", "H", "H", "H", "H", "H", "H", "H", "H", "H", "H", "H", "H", "H", "H", "H", "H", "H", "H", "H", "H", "H", "H", "H", "H", "H", "H", "H", "H", "H", "H", "H", "H", "H", "H", "H", "H", "H", "H", "H", "H", "H", "H", "H", "H", "H", "H", "H", "H", "H", "C", "O", "H", "H", "H", "H", "F", "Al", "F", "F", "F", "Al", "C", "Cl", "Cl", "Cl", "Cl", "Cl", "Cl", "F"], "xyz": [[-3.397782, 3.926191, 3.236550], [-3.852865, 2.535730, 2.748971], [-5.164981, 2.560157, 1.927265], [-4.932064, 2.515653, 0.407786], [-4.154988, 3.770301, -0.078592], [-2.669235, 3.504728, -0.353460], [-1.940335, 4.794803, -0.705241], [-0.400606, 4.700732, -0.711163], [0.073469, 3.452408, -1.503707], [1.547281, 3.577742, -1.990258], [1.643233, 3.247818, -3.496869], [2.227355, 1.880260, -3.880741], [1.781461, 0.623663, -3.108615], [0.628698, -0.181073, -3.778263], [-0.657032, -0.286433, -2.924288], [-0.642224, -1.570342, -2.058358], [-0.113794, -1.306821, -0.631215], [0.515752, -2.591103, -0.081241], [0.856153, -2.532862, 1.412383], [2.031713, -1.586522, 1.769509], [1.612108, -0.122196, 1.997876], [1.756277, 0.275074, 3.378889], [-0.387294, -2.303565, 2.300330], [-0.994939, -3.595038, 2.798845], [-2.387580, -4.259152, 1.978979], [-2.823089, -5.367321, 2.732560], [-3.305685, -3.193225, 1.891651], [-1.871154, -4.726767, 0.640737], [0.187810, -4.505312, 2.908096], [1.296133, -3.980546, 1.974461], [1.715511, -5.340727, 0.780517], [0.795714, -6.503819, 0.882741], [-3.031023, 3.837367, 4.264903], [-2.551594, 4.319500, 2.668665], [-4.220102, 4.641195, 3.273569], [-4.048288, 1.931522, 3.639817], [-3.092094, 2.036469, 2.148462], [-5.778818, 3.432529, 2.168933], [-5.762629, 1.679411, 2.185237], [-4.405326, 1.605319, 0.102883], [-5.914175, 2.512772, -0.076116], [-4.603043, 4.125206, -1.010939], [-4.289701, 4.527340, 0.698890], [-2.635091, 2.779912, -1.174848], [-2.180129, 3.026805, 0.502851], [-2.201474, 5.541404, 0.057358], [-2.302403, 5.183447, -1.664423], [0.013640, 5.620766, -1.136894], [-0.098581, 4.555483, 0.332318], [-0.021121, 2.557485, -0.879210], [-0.621005, 3.311241, -2.339479], [1.916144, 4.575330, -1.754421], [2.129044, 2.847718, -1.419016], [2.334732, 3.975560, -3.929510], [0.698679, 3.419422, -4.018807], [1.919217, 1.708042, -4.918820], [3.318925, 1.902168, -3.895418], [1.540213, 0.793367, -2.056747], [2.648826, -0.042198, -3.109120], [0.396784, 0.185962, -4.780724], [0.985037, -1.206824, -3.906758], [-1.505727, -0.353025, -3.614222], [-0.839650, 0.598761, -2.306114], [-1.635839, -2.016698, -1.969288], [0.049614, -2.254471, -2.554284], [-0.975491, -1.026334, -0.011998], [0.583684, -0.467367, -0.617272], [-0.202307, -3.412743, -0.203829], [1.423652, -2.801569, -0.645919], [2.559989, -1.865104, 2.685198], [2.742065, -1.600370, 0.935915], [2.369078, 0.445705, 1.407813], [0.615766, 0.104105, 1.598557], [0.937597, 0.081251, 3.856410], [0.069162, -1.916792, 3.223581], [-1.076076, -1.508414, 2.024854], [-1.320355, -3.399565, 3.749013], [-0.012465, -5.579697, 2.911429], [0.583732, -4.318012, 3.911518], [2.157741, -3.969688, 2.642918], [3.016375, -5.765496, 1.145132], [1.779772, -4.912717, -0.550840], [4.584986, -3.503162, 4.931714], [4.817402, -3.248762, 3.535020], [3.543522, -3.780306, 5.048753], [5.216826, -4.322396, 5.284290], [4.776707, -2.601553, 5.536979], [5.753400, -2.997836, 3.426596], [1.925252, -7.890820, -4.046861], [1.521313, -8.113288, -2.423658], [2.040499, -9.629059, -1.891218], [-0.224979, -8.000662, -2.242181], [2.251117, -6.887164, -1.490449], [6.902778, -1.974587, 4.378906], [0.721563, 7.733316, -3.579235], [0.387185, 8.215500, -1.909650], [2.288907, 6.941199, -3.657830], [-0.544793, 6.611973, -4.110410], [0.732143, 9.157737, -4.617814], [0.063027, 6.033036, -6.513111], [-0.985509, -9.023638, -4.095067], [3.702739, 0.578336, 0.435767]], "forces_ev_per_angstrom": [[0.5, -0.5, 0.4], [-0.9, 0.4, 0.2], [0.3, -0.8, -0.5], [-0.2, 0.9, 0.1], [-0.1, -0.8, 0.1], [-0.3, 0.2, 0.0], [0.4, 0.4, 0.3], [-0.8, -1.2, -0.2], [0.3, 0.8, 0.3], [-1.1, -1.0, -0.2], [1.0, 0.5, 0.1], [-0.5, -0.3, -0.1], [0.0, -0.5, -0.6], [0.0, 0.2, 0.8], [-0.4, -0.6, -0.6], [0.4, 1.0, 0.3], [-0.3, -0.4, -0.2], [-0.3, 0.6, 0.6], [0.8, -2.0, 0.9], [-1.1, 0.8, -0.3], [0.7, 0.3, -0.4], [-0.6, -0.3, 0.2], [1.4, 1.7, 0.9], [0.8, 0.0, -0.9], [-3.4, -0.4, 1.5], [1.2, -0.6, 0.0], [0.8, 0.8, -1.0], [0.7, 0.4, -0.1], [1.5, -0.2, 1.2], [-0.5, -0.6, -0.7], [-0.1, -1.8, -0.9], [-0.7, 0.5, 0.8], [0.0, 0.1, -0.1], [-0.3, 0.2, -0.2], [0.1, 0.0, -0.2], [0.2, -0.1, -0.1], [0.1, 0.0, 0.2], [0.1, 0.0, 0.1], [0.0, 0.1, 0.1], [-0.1, 0.0, 0.1], [0.1, -0.2, 0.0], [0.0, 0.2, 0.1], [0.1, 0.3, -0.3], [0.2, 0.1, 0.0], [-0.1, 0.1, 0.0], [-0.2, 0.0, -0.2], [0.0, -0.1, 0.0], [0.1, -0.3, 0.3], [0.3, 0.4, -0.1], [-0.1, 0.1, 0.0], [0.2, 0.0, -0.1], [0.1, 0.0, -0.2], [0.3, 0.3, -0.1], [-0.1, 0.1, -0.2], [-0.1, 0.0, 0.2], [0.3, 0.0, 0.0], [-0.1, 0.2, 0.2], [0.2, 0.3, -0.1], [0.0, 0.1, 0.3], [0.0, 0.2, 0.1], [-0.1, 0.1, -0.3], [0.0, 0.0, 0.1], [0.2, 0.0, -0.1], [0.1, -0.1, -0.2], [-0.3, -0.3, 0.1], [0.1, 0.2, 0.0], [0.1, -0.2, 0.0], [0.2, 0.0, -0.4], [-0.1, -0.1, 0.0], [-0.1, -0.3, -0.1], [0.1, 0.1, 0.1], [-0.1, 0.1, 0.1], [0.0, 0.0, 0.3], [0.2, 0.2, -0.1], [-0.2, -0.1, 0.1], [-0.5, -0.6, -0.4], [-0.6, -0.2, -0.2], [-0.5, 0.2, -0.7], [-0.5, 0.1, 0.1], [0.2, 0.6, -0.4], [0.1, 0.7, -0.1], [0.4, 0.6, 0.4], [0.5, -0.1, -0.2], [0.0, 0.2, 0.5], [0.0, 0.1, -0.1], [-0.1, -0.1, 0.1], [-0.3, 0.0, 0.1], [-1.0, -1.3, -1.3], [-0.2, 0.1, 0.4], [0.8, -0.4, -0.2], [-0.3, 0.4, 0.0], [0.0, -0.2, -0.5], [-0.2, -0.1, -0.2], [0.9, 1.3, 0.6], [0.1, 0.0, -0.1], [0.0, 0.1, 0.0], [0.0, 0.0, 0.0], [-0.2, 0.3, 1.1], [-0.1, 0.0, 0.0], [0.3, -0.3, -1.1], [0.1, 0.2, 0.5], [0.1, -0.3, 0.0]], "e_homo_ev": -6.20, "homo_lumo_gap_ev": 0.938, "multiplicity": 1}

=====

2.
{"formula": "C26H54B2BrNO16", "method": "ωB97M-V with the def2-TZVPD basis set", "elements": ["C", "C", "C", "B", "B", "N", "O", "C", "Br", "C", "C", "H", "H", "H", "H", "H", "H", "H", "H", "H", "H", "H", "H", "H", "H", "C", "C", "O", "C", "O", "O", "C", "H", "H", "H", "H", "H", "H", "H", "H", "C", "C", "O", "C", "O", "O", "C", "H", "H", "H", "H", "H", "H", "H", "H", "C", "C", "O", "C", "O", "O", "C", "H", "H", "H", "H", "H", "H", "H", "H", "C", "C", "O", "C", "O", "O", "C", "H", "H", "H", "H", "H", "H", "H", "H", "C", "C", "O", "C", "O", "O", "C", "H", "H", "H", "H", "H", "H", "H", "H"], "xyz": [[-4.662226, -5.835384, 5.549855], [-4.940294, -4.420385, 5.165394], [-4.097561, -3.801856, 3.902544], [-3.031877, -2.587614, 4.354073], [-2.990739, -2.171353, 5.948846], [-2.047812, -2.760578, 7.003087], [-3.982445, -1.161491, 6.455268], [-2.138018, -1.933336, 3.139717], [-0.439837, -2.994146, 2.930961], [-1.907443, -0.312937, 3.238116], [-3.199572, 0.383987, 2.437238], [-5.592328, -6.572711, 5.560259], [-3.557117, -6.146024, 5.781751], [-5.740901, -3.721548, 5.674737], [-3.530784, -4.597629, 3.247680], [-4.879078, -3.256741, 3.183545], [-2.053687, -3.821618, 6.963991], [-2.443588, -2.556030, 7.969029], [-3.614984, -0.233234, 6.368350], [-2.755556, -2.121595, 2.135540], [-1.887893, 0.116961, 4.333343], [-0.911988, 0.013962, 2.665775], [-3.224924, 0.037896, 1.310727], [-4.194796, 0.003619, 2.974915], [-3.083020, 1.541343, 2.576269], [1.098793, -2.809304, -0.940785], [-0.312170, -3.371729, -0.921176], [-1.169278, -2.644981, -1.809800], [-1.013214, -2.913564, -3.129324], [-0.223123, -3.711707, -3.612268], [-1.863156, -2.120918, -3.827136], [-1.721507, -2.227867, -5.241354], [1.086988, -1.736167, -0.723880], [1.724224, -3.312030, -0.196495], [1.569024, -2.929702, -1.921041], [-0.730998, -3.261678, 0.083961], [-0.325699, -4.441974, -1.160312], [-1.800543, -3.267971, -5.572279], [-0.765025, -1.794924, -5.550624], [-2.527565, -1.656083, -5.708868], [-0.848523, 0.551320, -3.830683], [-1.031871, 1.514093, -2.670093], [0.168389, 2.255448, -2.420660], [0.432831, 3.258759, -3.293054], [-0.256508, 3.579868, -4.250244], [1.611994, 3.827366, -2.941073], [2.061233, 4.831518, -3.847374], [0.014764, -0.099260, -3.656640], [-1.739017, -0.072038, -3.958409], [-0.662951, 1.080224, -4.770013], [-1.248459, 0.945884, -1.760116], [-1.877763, 2.192304, -2.835288], [1.294336, 5.595529, -4.007783], [2.351800, 4.369596, -4.796135], [2.941257, 5.313493, -3.413216], [1.593530, -6.433828, -4.999705], [0.171304, -6.942074, -4.836980], [0.116233, -8.368346, -4.960123], [0.556421, -9.069496, -3.886690], [0.981280, -8.595415, -2.843015], [0.474761, -10.390428, -4.180123], [1.011708, -11.239920, -3.169397], [2.021692, -6.787660, -5.943258], [1.614799, -5.339592, -4.991895], [2.246493, -6.794907, -4.199842], [-0.453058, -6.530499, -5.636108], [-0.268672, -6.618998, -3.885751], [0.563421, -11.030584, -2.193286], [2.099292, -11.123925, -3.128715], [0.783801, -12.274988, -3.437590], [7.541188, 8.756178, -1.249990], [7.928612, 7.332124, -0.890143], [6.993824, 6.761172, 0.033240], [5.807603, 6.371736, -0.494829], [5.479536, 6.459988, -1.669178], [5.032010, 5.895076, 0.509601], [3.709998, 5.550359, 0.103437], [7.425379, 9.362355, -0.345584], [8.305450, 9.214413, -1.885434], [6.585960, 8.793817, -1.781627], [8.903123, 7.337763, -0.392023], [8.026177, 6.700632, -1.781486], [3.721223, 4.855303, -0.741752], [3.152661, 6.457849, -0.149116], [3.211709, 5.060944, 0.944518], [-0.914098, 7.068351, 5.387716], [-2.274661, 6.696560, 4.823657], [-2.191240, 6.410857, 3.422278], [-1.657908, 5.207691, 3.097337], [-1.256889, 4.362582, 3.884412], [-1.615495, 5.113426, 1.745692], [-0.972745, 3.933625, 1.269815], [-0.476016, 7.895094, 4.819042], [-1.001071, 7.369518, 6.436334], [-0.209399, 6.233859, 5.328248], [-2.955889, 7.546011, 4.934055], [-2.721266, 5.853210, 5.364119], [-1.415754, 3.034034, 1.708056], [0.098678, 3.983063, 1.487885], [-1.103504, 3.888012, 0.185354]], "forces_ev_per_angstrom": [[-1.5, 3.3, -0.7], [1.4, -3.0, -0.4], [0.1, 1.2, 0.9], [-0.1, -1.4, -2.0], [0.3, 1.0, 3.5], [-3.2, -0.7, -0.2], [2.5, 0.0, -1.0], [-1.5, 1.4, -1.1], [-0.9, 0.6, 0.4], [-0.2, 0.3, -1.3], [0.4, -0.6, 1.1], [2.2, 1.6, 1.4], [-2.2, 0.1, -1.7], [0.9, -2.0, -1.7], [-1.3, 1.3, 1.4], [1.4, -1.2, 1.5], [0.5, 1.7, -0.3], [0.7, 0.0, -1.6], [-0.7, -1.6, 0.1], [1.6, 0.3, 1.9], [0.1, -1.1, -2.1], [-2.1, -0.8, 1.4], [0.1, 0.9, 2.3], [2.1, 1.0, -1.2], [-0.5, -2.2, -0.5], [0.1, 0.1, -0.2], [0.6, -0.4, 0.5], [-0.3, -0.1, -1.3], [0.6, -0.3, 0.1], [-1.2, 1.1, 0.6], [0.3, -1.2, 0.7], [0.0, -0.1, -0.6], [-0.1, -0.1, 0.1], [-0.1, 0.1, -0.1], [-0.1, -0.1, 0.1], [-0.2, 0.1, -0.3], [0.0, 0.3, -0.2], [0.2, 0.2, 0.1], [-0.1, -0.2, 0.0], [0.1, 0.0, 0.4], [0.0, 0.3, -0.3], [-0.5, -0.4, -0.4], [0.4, 1.0, -0.3], [-0.3, -0.1, -0.6], [1.0, -0.4, 1.5], [-1.0, -0.5, 0.0], [0.3, 0.5, -0.4], [-0.2, 0.0, 0.1], [0.3, 0.5, 0.2], [-0.1, 0.1, 0.2], [0.3, 0.2, 0.0], [0.3, 0.0, -0.1], [0.1, -0.3, -0.1], [-0.2, 0.1, 0.1], [-0.2, -0.3, 0.1], [0.3, -0.1, 0.0], [0.2, 0.8, 0.2], [0.1, -0.9, 0.8], [0.4, 0.5, 0.3], [-0.7, -0.7, -1.4], [-0.1, 1.0, 0.1], [0.2, -0.4, 0.4], [-0.2, 0.1, 0.0], [-0.1, -0.2, 0.0], [-0.2, 0.1, 0.0], [0.0, -0.4, 0.1], [0.2, -0.2, -0.1], [0.2, 0.1, -0.2], [-0.2, 0.1, 0.1], [-0.1, 0.3, -0.2], [-0.3, 0.2, 0.0], [0.3, 0.4, -0.5], [-0.9, -0.6, -0.2], [-0.1, 0.3, -0.4], [0.5, -0.2, 1.6], [0.8, 0.3, -0.7], [-0.5, -0.2, -0.1], [0.2, -0.1, -0.1], [-0.1, -0.1, 0.1], [0.2, -0.1, 0.0], [-0.3, -0.2, 0.2], [-0.2, 0.1, 0.2], [0.0, 0.2, 0.1], [0.1, -0.2, -0.1], [0.4, 0.1, 0.0], [0.3, -0.1, -0.1], [0.1, 0.1, 0.7], [0.2, -1.0, -0.5], [0.3, -0.1, 0.5], [-0.7, 1.1, -1.1], [-0.2, 0.2, 1.0], [0.2, -0.4, -0.3], [-0.2, 0.0, 0.1], [0.0, 0.0, -0.2], [-0.2, 0.0, 0.1], [0.1, -0.2, -0.4], [0.2, 0.0, -0.2], [0.2, 0.2, 0.1], [-0.2, -0.1, 0.1], [-0.1, 0.3, 0.2]], "e_homo_ev": -8.12, "homo_lumo_gap_ev": 7.958, "smiles": "C=CCB(B(N)O)[C@H](Br)CC.CCOC(=O)OC.CCOC(=O)OC.CCOC(=O)OC.CCOC(=O)OC.CCOC(=O)OC", "de_lowest_kcal_mol": 93.73, "multiplicity": 1}